Here is 2 unconnected molecules or ions with the total composition C3H6FN at a distorted geometry from the OMol25 dataset. Energies are from ωB97M-V/def2-TZVPD.

Last column: natural (NBO) charge in e.
Geometry (Å):
C: -2.007 -0.614 -0.145  -0.360
C: -2.083 0.653 -0.579  -0.388
C: 2.078 0.267 -0.438  0.379
N: 2.541 0.135 0.801  -0.822
F: 1.629 -0.844 -0.923  -0.334
H: -2.315 -1.341 -0.750  0.175
H: -1.706 -0.862 0.901  0.190
H: -1.625 1.333 0.075  0.182
H: -2.144 0.979 -1.619  0.201
H: 2.956 0.930 1.274  0.398
H: 2.676 -0.636 1.404  0.379

Results
Net charge ... 0
M ... 75.086 g mol⁻¹
Kohn-Sham gap ... 10.02 eV
Energy relative to the best compared isomer or geometry (same formula, charge and spin) ... 50.8 kcal/mol